(1)
A structure of composition C21H43As5Pt. Source: the OMol25 dataset; level of theory: wB97M-V/def2-TZVPD.

Each line ends with the natural charge from an NBO analysis.
Atoms and positions in Å:
1 Pt -0.49087 0.11499 0.22122  0.04
2 C -3.57641 -0.62727 1.40596  -0.95
3 As -2.21849 -1.53105 0.36839  1.09
4 C -2.05532 -3.25447 1.22949  -0.94
5 C -3.15142 -2.02658 -1.27051  -0.72
6 C -2.31295 -2.12971 -2.56312  -0.07
7 C -0.98945 -2.85233 -2.31302  -0.63
8 C -2.08322 -0.72480 -3.13047  -0.72
9 As -1.08850 0.59037 -2.08727  1.08
10 C -1.99326 2.21798 -2.59599  -0.94
11 C 0.60408 0.71290 -3.01423  -0.94
12 C -3.17968 -2.90970 -3.57291  -0.73
13 As -2.64567 -3.51851 -5.40576  0.93
14 C -1.52830 -5.05958 -4.93396  -0.96
15 C -1.18574 -2.32827 -5.97757  -0.97
16 H -3.92191 0.25164 0.86452  0.25
17 H -3.17490 -0.32622 2.37215  0.25
18 H -4.41326 -1.30955 1.55554  0.26
19 H -3.01741 -3.75744 1.13840  0.25
20 H -1.82657 -3.14824 2.28512  0.24
21 H -1.28643 -3.84513 0.73603  0.25
22 H -3.96119 -1.30461 -1.40814  0.24
23 H -3.62180 -2.98668 -1.05129  0.25
24 H -0.36284 -2.33984 -1.57466  0.19
25 H -0.41468 -2.92925 -3.23383  0.23
26 H -1.16909 -3.86962 -1.95847  0.23
27 H -3.04109 -0.24941 -3.35641  0.24
28 H -1.53580 -0.80129 -4.06968  0.26
29 H -2.00235 2.26728 -3.68471  0.26
30 H -1.46779 3.08518 -2.20842  0.24
31 H -3.01850 2.21197 -2.22998  0.25
32 H 0.41033 0.87492 -4.07437  0.25
33 H 1.15673 -0.21646 -2.88693  0.25
34 H 1.18821 1.54114 -2.61778  0.25
35 H -4.10781 -2.35163 -3.72763  0.23
36 H -3.48290 -3.85367 -3.10796  0.23
37 H -2.11691 -5.76436 -4.34724  0.23
38 H -0.61879 -4.80470 -4.39335  0.21
39 H -1.25242 -5.55540 -5.86395  0.25
40 H -1.57080 -1.34864 -6.25979  0.23
41 H -0.77815 -2.78516 -6.87976  0.25
42 H -0.36975 -2.22463 -5.26204  0.20
43 C 1.57049 3.48987 0.67350  -0.93
44 As -0.00438 2.39765 0.94913  1.02
45 C -1.44566 3.61460 0.51752  -0.93
46 C -0.11251 2.24595 2.88701  -0.25
47 C -0.41237 3.34115 3.68682  -0.22
48 C -0.42700 3.20831 5.06982  -0.17
49 C -0.12388 1.99064 5.65940  -0.16
50 C 0.20045 0.89611 4.86806  -0.19
51 C 0.19881 1.02491 3.48625  -0.41
52 As 0.70133 -0.38490 2.28321  1.10
53 C 2.60087 -0.14001 2.00831  -0.93
54 C 0.69782 -2.06348 3.22862  -0.94
55 H 1.48186 4.39287 1.27597  0.26
56 H 1.64561 3.75797 -0.37934  0.25
57 H 2.46404 2.94724 0.97026  0.25
58 H -1.55507 4.33970 1.32057  0.25
59 H -2.37534 3.06188 0.40268  0.25
60 H -1.21517 4.15104 -0.39949  0.25
61 H -0.63693 4.30769 3.25364  0.22
62 H -0.67374 4.06144 5.68683  0.24
63 H -0.13321 1.89266 6.73625  0.25
64 H 0.44869 -0.04717 5.33812  0.23
65 H 3.09694 -0.16838 2.97790  0.26
66 H 2.79222 0.81663 1.53052  0.24
67 H 2.98411 -0.94091 1.37791  0.26
68 H 1.21595 -1.93365 4.17776  0.26
69 H 1.25052 -2.78033 2.62291  0.26
70 H -0.30347 -2.43444 3.41000  0.24

Values from the calculation:
Charge ... +2
Kohn-Sham gap ... 6.62 eV
ΔE to the lowest compared entry with this formula, charge and spin ... 12.0 kcal per mole
Strongest force on any atom ... 0.54 eV Å⁻¹
E ... -12123.66694 hartree
HOMO energy ... -12.83 eV

(2)
A structure of composition C21H43BO2P2Tc at a distorted geometry. Source: the OMol25 dataset; level of theory: wB97M-V/def2-TZVPD.

Each line ends with the natural charge from an NBO analysis.
Atoms and positions in Å:
1 P 0.26292 -2.00119 -4.71880  1.04
2 P 0.14590 1.11052 -4.61203  1.05
3 C -0.11460 -1.11158 -6.32533  -0.71
4 C 0.39823 0.32900 -6.29759  -0.71
5 H -1.20637 -1.14103 -6.46049  0.24
6 H 0.35206 -1.67829 -7.14399  0.26
7 H 1.47668 0.37018 -6.51327  0.25
8 H -0.12784 0.94694 -7.03956  0.26
9 C -1.44878 1.95826 -4.98924  -0.94
10 H -1.66364 2.66957 -4.18068  0.26
11 H -2.26418 1.22637 -5.04050  0.25
12 H -1.36354 2.49225 -5.94462  0.26
13 C 1.25454 2.55528 -4.85805  -0.94
14 H 1.01744 3.06133 -5.80259  0.27
15 H 2.29627 2.21328 -4.86624  0.25
16 H 1.11489 3.24518 -4.01711  0.26
17 C -0.85673 -3.43468 -4.97762  -0.94
18 H -0.65150 -4.17750 -4.19749  0.26
19 H -0.69026 -3.87453 -5.96920  0.27
20 H -1.89687 -3.10076 -4.88364  0.25
21 C 1.82638 -2.81081 -5.26922  -0.94
22 H 2.63407 -2.07158 -5.33253  0.25
23 H 1.67129 -3.28229 -6.24827  0.26
24 H 2.10250 -3.57106 -4.52672  0.26
25 Tc 0.02153 -0.59638 1.79994  0.75
26 C 0.79707 0.87725 0.50846  -0.32
27 C -0.63761 0.85259 0.41824  -0.34
28 C -1.40602 0.16679 -0.69859  -0.44
29 C -1.74314 -1.32278 -0.44510  -0.44
30 C -0.80102 -2.01050 0.50820  -0.28
31 C 0.62595 -1.96747 0.32342  -0.19
32 C 1.31448 -1.24048 -0.81074  -0.46
33 C 1.67882 0.23385 -0.53021  -0.43
34 C 0.26132 -2.19826 3.15706  -0.82
35 H 1.22820 1.76851 0.98335  0.27
36 H -1.14404 1.74012 0.82505  0.27
37 H -0.90277 0.26812 -1.67236  0.21
38 H -2.36282 0.69920 -0.81055  0.24
39 H -2.76048 -1.39840 -0.02786  0.24
40 H -1.79448 -1.86178 -1.40611  0.23
41 H -1.21312 -2.89423 1.00508  0.27
42 H 1.18321 -2.82457 0.71176  0.27
43 H 0.72303 -1.30650 -1.73497  0.22
44 H 2.24794 -1.77626 -1.03347  0.25
45 H 2.72370 0.29131 -0.18518  0.24
46 H 1.66399 0.80007 -1.47700  0.22
47 H 0.99473 -1.98921 3.95379  0.24
48 H 0.52728 -3.15664 2.67838  0.21
49 H -0.71403 -2.32973 3.65960  0.25
50 C -1.47375 2.90453 5.18816  -0.64
51 C -0.16149 2.10692 5.12764  0.24
52 C 0.93616 2.93981 5.75927  -0.63
53 O 0.14616 1.85406 3.75119  -0.72
54 B -0.32207 0.55941 3.51981  1.09
55 O -0.91486 -0.05442 4.63721  -0.72
56 C -0.34323 0.64739 5.73180  0.25
57 C 0.99502 -0.00248 6.13150  -0.65
58 C -1.29105 0.52493 6.90412  -0.63
59 H -1.72221 3.12789 6.23324  0.24
60 H -2.31204 2.36500 4.72358  0.22
61 H -1.33293 3.85921 4.66420  0.23
62 H 0.97786 3.92161 5.26953  0.23
63 H 0.68759 3.09807 6.81857  0.23
64 H 1.91476 2.45631 5.69280  0.22
65 H 1.37059 0.47871 7.04575  0.24
66 H 0.83255 -1.06574 6.35894  0.23
67 H 1.77244 0.07325 5.35437  0.21
68 H -2.27747 0.94047 6.66894  0.23
69 H -1.39632 -0.53511 7.16609  0.23
70 H -0.86630 1.05270 7.76788  0.23

Values from the calculation:
Charge ... +2
Kohn-Sham gap (spin up / spin down) ... 6.92 / 5.42 eV
ΔE to the lowest compared entry with this formula, charge and spin ... 28.0 kcal per mole
Multiplicity ... 4
Strongest force on any atom ... 4.03 eV Å⁻¹
E ... -1764.07978 hartree
HOMO energy (spin up / spin down) ... -14.81 / -14.61 eV

(3)
A structure of composition C21H43BO2P2Ti at a distorted geometry. Source: the OMol25 dataset; level of theory: wB97M-V/def2-TZVPD.

Each line ends with the natural charge from an NBO analysis.
Atoms and positions in Å:
1 P -0.19617 -1.50190 -5.26907  0.86
2 P 0.09116 1.91184 -5.40144  0.79
3 C -0.40768 -0.48872 -6.83102  -0.71
4 C 0.40307 0.82813 -6.86339  -0.71
5 H -1.48800 -0.28427 -6.93400  0.24
6 H -0.11094 -1.15669 -7.66020  0.24
7 H 1.48700 0.61270 -6.89939  0.23
8 H 0.14327 1.41984 -7.75956  0.25
9 C -1.48055 2.73520 -5.85361  -0.94
10 H -1.75830 3.41612 -5.03666  0.24
11 H -2.29470 2.01253 -5.99886  0.24
12 H -1.32758 3.32116 -6.77152  0.25
13 C 1.26266 3.27911 -5.65113  -0.94
14 H 0.93373 3.89507 -6.50481  0.25
15 H 2.28318 2.91605 -5.83397  0.25
16 H 1.26921 3.90285 -4.74543  0.24
17 C -1.19172 -2.97460 -5.58599  -0.96
18 H -1.10184 -3.66461 -4.73418  0.24
19 H -0.81276 -3.46539 -6.49595  0.25
20 H -2.24882 -2.71395 -5.72254  0.25
21 C 1.46236 -2.21269 -5.58232  -0.95
22 H 2.24106 -1.44758 -5.67898  0.24
23 H 1.40968 -2.81384 -6.49747  0.25
24 H 1.72746 -2.87351 -4.75252  0.23
25 Ti 0.19782 -0.14719 -1.42836  1.27
26 C 0.61782 2.10764 -1.79868  -0.15
27 C -0.73460 1.73712 -1.72687  -0.34
28 C -1.49810 0.94284 -2.74123  -0.53
29 C -1.68316 -0.63262 -2.76464  -0.52
30 C -0.52255 -1.62439 -2.77578  -0.29
31 C 0.89356 -1.30083 -2.97560  -0.33
32 C 1.44970 0.06687 -3.36365  -0.61
33 C 1.73102 1.34520 -2.45062  -0.51
34 C -0.29466 -1.17473 0.78099  -0.93
35 H 0.94706 2.97605 -1.23128  0.27
36 H -1.35722 2.15871 -0.93513  0.29
37 H -1.21325 1.27879 -3.76919  0.29
38 H -2.55325 1.27356 -2.63318  0.29
39 H -2.46410 -0.91315 -2.02902  0.27
40 H -2.17992 -0.77227 -3.74949  0.30
41 H -0.80066 -2.63662 -2.46630  0.29
42 H 1.60016 -2.13157 -2.95129  0.29
43 H 0.85816 0.45405 -4.24353  0.28
44 H 2.44178 -0.13978 -3.80432  0.30
45 H 2.56858 1.14332 -1.74815  0.26
46 H 2.18807 2.02182 -3.19062  0.31
47 H 0.17166 -1.91401 1.46162  0.34
48 H 0.19275 -1.50711 -0.20859  0.16
49 H -1.37387 -1.41990 0.77081  0.31
50 C 1.45933 2.69970 3.04635  -0.64
51 C 0.58830 1.46061 3.24312  0.25
52 C 0.86862 0.84679 4.61395  -0.64
53 O 1.01960 0.46885 2.27637  -0.68
54 B -0.05604 0.23045 1.44719  1.05
55 O -1.07914 1.17058 1.53751  -0.71
56 C -0.96730 1.68052 2.88499  0.25
57 C -1.89952 0.81784 3.75308  -0.64
58 C -1.48696 3.11003 2.85820  -0.64
59 H 2.52104 2.42138 3.12137  0.24
60 H 1.26199 3.44644 3.82779  0.24
61 H 1.30086 3.16459 2.06577  0.20
62 H 1.95316 0.72729 4.74163  0.24
63 H 0.50555 1.48134 5.42910  0.24
64 H 0.41900 -0.14976 4.70985  0.22
65 H -1.92134 1.18562 4.78799  0.24
66 H -2.92055 0.86793 3.34501  0.23
67 H -1.60213 -0.24285 3.76622  0.21
68 H -0.88043 3.75975 2.21694  0.22
69 H -2.51858 3.11998 2.47294  0.23
70 H -1.50442 3.53047 3.87121  0.24

Values from the calculation:
Charge ... +2
Kohn-Sham gap (spin up / spin down) ... 5.64 / 5.65 eV
ΔE to the lowest compared entry with this formula, charge and spin ... 0.0 kcal per mole
Strongest force on any atom ... 2.93 eV Å⁻¹
E ... -2532.77317 hartree
HOMO energy (spin up / spin down) ... -12.98 / -12.98 eV

Q: Which of these has the highest strongest force on any atom?
A: C21H43BO2P2Tc